(1)
Formula: C25H44O6S
Source: the OMol25 dataset
Level of theory: ωB97M-V/def2-TZVPD

Geometry as ORCA input:
```
! wB97M-V def2-TZVPD RIJCOSX def2/J DEFGRID3
* xyz 0 1
C -6.4546 -1.4003 -1.4717
C -4.9745 -1.4414 -1.8306
C -4.0447 -1.2160 -0.6310
C -2.5841 -1.3957 -1.0739
O -2.2890 -0.4911 -2.1178
C -1.6296 -1.2555 0.1272
C -1.8477 0.0854 0.8496
C -0.8273 0.2593 1.9819
C 0.6274 0.0792 1.5345
C 0.8343 -1.2771 0.8599
C 0.6641 -2.4167 1.8662
C 2.1549 -1.4391 0.0650
C 3.4395 -1.7666 0.8403
C 3.7935 -0.6873 1.8637
C 4.6285 -2.0030 -0.1129
C 4.9729 -0.8611 -1.0695
O 5.5041 0.2677 -0.3851
S 4.7692 1.6464 -0.6092
O 5.5282 2.4427 -1.5104
O 3.3867 1.4524 -0.8573
O 4.9473 2.2667 0.8337
C 1.8118 -2.5331 -0.9754
C 0.2779 -2.5569 -1.1093
C -0.1687 -1.3345 -0.3096
C -3.3149 0.2479 1.3195
C -3.6878 -0.7928 2.3888
C -3.5701 1.6209 1.9748
C -3.4414 2.8029 1.0245
C -4.4479 2.6455 -0.1137
O -4.4156 3.7365 -1.0105
C -4.1989 1.3220 -0.8349
C -4.2716 0.1157 0.1070
H -6.6680 -2.0851 -0.6531
H -7.0539 -1.6966 -2.3298
H -6.7633 -0.4018 -1.1750
H -4.7428 -2.4267 -2.2444
H -4.7531 -0.7082 -2.6045
H -4.2484 -2.0203 0.0842
H -2.4849 -2.4248 -1.4637
H -1.3964 -0.6708 -2.4292
H -1.8464 -2.0903 0.7965
H -1.6498 0.8660 0.1098
H -1.0411 -0.4496 2.7813
H -0.9200 1.2628 2.3985
H 1.2647 0.1873 2.4114
H 0.9000 0.8696 0.8314
H -0.3488 -2.4582 2.2540
H 1.3341 -2.2694 2.7097
H 0.8909 -3.3778 1.4152
H 2.3165 -0.4894 -0.4498
H 3.2975 -2.7135 1.3745
H 3.1526 -0.7592 2.7379
H 3.6875 0.3036 1.4333
H 4.8223 -0.8079 2.1971
H 4.4314 -2.8796 -0.7318
H 5.5155 -2.2137 0.4881
H 4.0973 -0.5363 -1.6320
H 5.7432 -1.1953 -1.7736
H 5.7916 2.7160 0.8657
H 2.2833 -2.3174 -1.9338
H 2.1782 -3.5044 -0.6405
H -0.0316 -2.5154 -2.1541
H -0.1429 -3.4664 -0.6786
H 0.0423 -0.4444 -0.9154
H -3.4192 -1.8042 2.1025
H -3.1931 -0.5638 3.3295
H -4.7611 -0.7704 2.5668
H -2.9025 1.7563 2.8260
H -4.5904 1.6147 2.3679
H -2.4311 2.8634 0.6138
H -3.6378 3.7340 1.5606
H -5.4637 2.6618 0.2987
H -3.5606 3.7320 -1.4565
H -3.2277 1.3580 -1.3267
H -4.9528 1.2159 -1.6149
H -5.2886 0.0899 0.5153
*
```

For the total energy, the calculation gives -1828.674934 a.u. For the max |F|, the calculation gives 1.449 eV/A. As for the HOMO energy: -9.38 eV. The LUMO energy comes out at 0.0154 Eh. The SMILES is CC[C@H]1[C@@H](O)[C@@H]2[C@H](CC[C@]3(C)[C@@H]([C@H](C)CCOS(=O)(=O)O)CC[C@@H]23)[C@@]2(C)CC[C@@H](O)C[C@@H]12.

***

(2)
Formula: C3H11NOS
Source: the OMol25 dataset
Level of theory: ωB97M-V/def2-TZVPD

Geometry as ORCA input:
```
! wB97M-V def2-TZVPD RIJCOSX def2/J DEFGRID3
* xyz 1 2
C 0.2925 -4.0727 -0.4410
C 0.4585 -2.6197 0.0614
S 0.2071 -1.3473 -1.1995
H -0.6971 -4.4951 -0.2380
H 0.4484 -4.1562 -1.5113
H 0.9835 -4.7880 0.0018
H 1.4635 -2.4075 0.4365
H -0.3196 -2.4852 0.8425
H -0.5811 -1.9609 -2.1390
N -0.3946 2.2015 1.6646
C -0.3417 3.6056 1.2452
O -0.3742 3.6530 -0.1663
H -0.2111 2.1519 2.6659
H 0.3859 1.6785 1.2792
H 0.5340 4.2035 1.5544
H -1.1854 4.1445 1.6661
H -0.7144 2.8075 -0.4746
*
```

For the total energy, the calculation gives -648.706984 a.u. For the max |F|, the calculation gives 1.254 eV/A. As for the HOMO energy (alpha / beta): -12.51 / -12.40 eV. Its energy above the lowest of the compared OMol25 structures with the same formula, charge and spin is 1.387 eV. The LUMO energy (alpha / beta) comes out at -0.1506 / -0.3441 Eh.

***

(3)
Formula: C3H6N2S
Source: the OMol25 dataset
Level of theory: ωB97M-V/def2-TZVPD

Geometry as ORCA input:
```
! wB97M-V def2-TZVPD RIJCOSX def2/J DEFGRID3
* xyz 0 1
N -1.1895 -0.0500 -1.4725
C -0.1379 0.6315 -0.9118
S 0.1664 2.2341 -1.1237
N 0.5924 -0.2145 -0.1232
C 1.1529 0.1890 1.1383
C 0.0470 -0.8286 1.0429
H -1.7320 0.4553 -2.2179
H -1.1914 -1.0691 -1.6461
H 0.8497 1.1622 1.5366
H 2.1859 -0.0858 1.2726
H 0.1927 -1.9017 1.1172
H -0.9363 -0.5224 1.3876
*
```

For the total energy, the calculation gives -625.573001 a.u. For the max |F|, the calculation gives 2.419 eV/A. As for the HOMO energy: -8.44 eV. Its energy above the lowest of the compared OMol25 structures with the same formula, charge and spin is 1.333 eV. The LUMO energy comes out at 0.0305 Eh. The SMILES is NC(=S)N1CC1.

***

(4)
Formula: C4H4O
Source: the OMol25 dataset
Level of theory: ωB97M-V/def2-TZVPD

Geometry as ORCA input:
```
! wB97M-V def2-TZVPD RIJCOSX def2/J DEFGRID3
* xyz 0 1
C -1.7958 1.0531 0.3930
C -2.1172 -0.1301 0.0618
O -2.2046 -1.2365 -0.2738
H -1.2753 1.4343 1.2250
H -2.2556 1.8257 -0.2902
C 1.3640 -1.6535 0.3653
C 1.1246 -1.2564 -0.7488
H 1.8187 -1.6017 1.3104
H 0.6167 -1.0328 -1.6297
*
```

For the total energy, the calculation gives -229.920411 a.u. For the max |F|, the calculation gives 4.241 eV/A. As for the HOMO energy: -9.42 eV. Its energy above the lowest of the compared OMol25 structures with the same formula, charge and spin is 2.926 eV. The LUMO energy comes out at 0.0336 Eh. The SMILES is C=C=O.C#C.

***

The lowest max |F| belongs to which entry? C3H11NOS